1.
Computed, not measured: a structure of composition C30H28N3O4ReSb at a distorted geometry, with ωB97M-V/def2-TZVPD.

Geometry as XYZ:
```
67
Properties=species:S:1:pos:R:3
Re -1.606 0.071 -1.499
N -3.055 -0.518 -3.500
N -4.201 -1.062 -2.896
C -4.287 -1.162 -1.510
O -5.231 -1.636 -0.955
O -3.192 -0.697 -0.947
H -3.279 0.335 -4.019
H -2.606 -1.191 -4.130
H -4.945 -1.461 -3.453
C 0.753 1.709 3.445
C -0.720 1.560 3.275
C -1.579 2.194 4.182
C -2.950 2.151 4.032
C -3.514 1.467 2.963
C -2.685 0.816 2.061
C -1.308 0.857 2.223
Sb -0.269 -0.345 0.744
C -0.886 -2.334 1.266
C -1.539 -3.048 0.274
C -2.176 -4.237 0.590
C -2.154 -4.698 1.900
C -1.480 -3.993 2.876
C -0.814 -2.801 2.578
C -0.041 -2.091 3.637
C 1.785 0.197 0.343
C 1.998 1.538 0.068
C 3.258 1.963 -0.318
C 4.279 1.032 -0.450
C 4.041 -0.308 -0.204
C 2.789 -0.756 0.212
C 2.520 -2.195 0.492
H 1.027 1.672 4.497
H 1.065 2.688 3.077
H 1.310 0.945 2.901
H -1.144 2.734 5.009
H -3.587 2.650 4.746
H -4.584 1.429 2.834
H -3.128 0.266 1.237
H -1.556 -2.671 -0.749
H -2.705 -4.788 -0.171
H -2.661 -5.615 2.155
H -1.455 -4.365 3.889
H 0.577 -2.797 4.190
H -0.713 -1.625 4.359
H 0.605 -1.321 3.208
H 1.187 2.251 0.156
H 3.440 3.009 -0.518
H 5.267 1.361 -0.732
H 4.836 -1.025 -0.327
H 3.425 -2.787 0.395
H 1.781 -2.569 -0.223
H 2.125 -2.322 1.502
O -0.991 2.904 -2.230
C -0.072 2.217 -2.614
N -0.101 0.835 -2.331
C 1.098 0.231 -2.768
O 1.320 -0.926 -2.493
C 1.869 1.264 -3.462
C 3.064 1.197 -4.151
C 3.552 2.378 -4.704
C 2.885 3.586 -4.544
C 1.679 3.660 -3.854
C 1.173 2.486 -3.331
H 3.590 0.262 -4.266
H 4.469 2.353 -5.271
H 3.304 4.489 -4.962
H 1.141 4.586 -3.733
```

The expectation value of S² is 0.77. As for the HOMO energy (spin up / spin down): -14.12 / -14.11 eV. The total charge is +2. The calculation puts the HOMO-LUMO gap (spin up / spin down) at 4.82 / 5.28 eV. The spin multiplicity is 2.

Mulliken population analysis, charges in e, atoms 1 to 6: 0.724, -0.664, -0.075, 0.508, -0.475, -0.660

2.
Computed, not measured: a structure of composition C30H28N6O3Re, with ωB97M-V/def2-TZVPD.

Geometry as XYZ:
```
68
Properties=species:S:1:pos:R:3
Re 0.398 0.634 0.307
O -1.219 4.114 -1.135
C -1.006 3.072 -0.587
N 0.094 2.245 -0.830
C 1.328 2.921 -1.148
O 1.698 3.229 -2.233
C 2.087 3.140 0.136
C 2.858 4.257 0.353
C 3.384 4.455 1.626
C 3.152 3.503 2.606
C 2.395 2.387 2.295
N 1.847 2.213 1.087
C -1.802 2.602 0.596
C -2.938 3.268 0.992
C -3.538 2.907 2.190
C -2.945 1.921 2.964
C -1.803 1.298 2.503
N -1.244 1.613 1.325
H 3.015 4.958 -0.456
H 3.958 5.345 1.848
H 3.547 3.615 3.606
H 2.220 1.609 3.029
H -3.316 4.063 0.365
H -4.441 3.403 2.522
H -3.357 1.632 3.921
H -1.317 0.538 3.092
C 3.275 0.125 -4.338
C 3.098 0.018 -2.865
C 4.019 -0.190 -1.846
C 3.310 -0.152 -0.654
N 2.001 0.059 -0.925
N 1.909 0.151 -2.276
C 3.846 -0.309 0.729
H 4.035 -0.574 -4.681
H 3.611 1.130 -4.596
H 2.346 -0.068 -4.873
H 5.079 -0.350 -1.959
H 1.020 0.331 -2.720
H 4.495 0.531 0.979
H 4.452 -1.213 0.788
H 3.056 -0.377 1.474
C -0.222 -3.187 2.545
C 0.236 -3.493 1.119
C 1.258 -2.407 0.879
O 0.730 -1.222 1.582
C -0.267 -1.668 2.558
H 0.499 -3.560 3.272
H -1.197 -3.610 2.777
H -0.593 -3.395 0.417
H 0.675 -4.483 1.015
H 1.399 -2.156 -0.166
H 2.216 -2.657 1.335
H -1.242 -1.310 2.230
H -0.007 -1.241 3.525
N -7.100 -5.007 -3.107
C -6.187 -4.400 -2.764
C -5.060 -3.619 -2.320
C -4.025 -3.315 -3.199
C -2.965 -2.539 -2.772
C -2.931 -2.063 -1.460
C -3.970 -2.385 -0.576
C -5.031 -3.157 -1.004
C -1.862 -1.243 -0.990
C -0.963 -0.537 -0.548
H -4.059 -3.689 -4.213
H -2.162 -2.291 -3.453
H -3.936 -2.012 0.440
H -5.840 -3.407 -0.332
```

The expectation value of S² is 3.80. As for the HOMO energy (spin up / spin down): -13.68 / -13.90 eV. The total charge is +2. The calculation puts the HOMO-LUMO gap (spin up / spin down) at 7.59 / 6.13 eV. The spin multiplicity is 4.

Mulliken population analysis, charges in e, atoms 1 to 6: 1.570, -0.570, 0.195, -0.032, -0.415, -0.469

3.
Computed, not measured: a cluster of 5 separate species, C30H28O20 in total at a distorted geometry, with ωB97M-V/def2-TZVPD.

Geometry as XYZ:
```
78
Properties=species:S:1:pos:R:3
C 0.798 0.990 -3.028
C -0.247 -0.226 -2.681
C 0.411 -1.747 -2.912
O 0.363 -2.417 -1.628
C 1.595 -3.059 -1.201
O 1.542 -3.702 0.001
O 2.894 -3.121 -1.880
O 3.461 -4.215 -1.391
C 4.752 -3.903 -0.756
C 6.054 -4.564 -1.562
H 1.891 0.587 -2.810
H 0.612 1.855 -2.250
H 0.681 1.429 -4.121
H -0.612 -0.179 -1.547
H -1.229 -0.071 -3.328
H -0.357 -2.289 -3.647
H 1.428 -1.708 -3.473
H 4.900 -2.734 -0.756
H 4.856 -4.265 0.355
H 6.611 -5.391 -0.913
H 5.728 -5.009 -2.600
H 6.880 -3.745 -1.806
C -1.107 -4.379 3.802
C -0.219 -3.773 3.011
C -0.434 -2.379 2.533
O 0.408 -1.841 1.822
C -1.673 -1.695 2.937
C -2.561 -2.302 3.726
C -2.333 -3.686 4.226
O -3.160 -4.211 4.964
O -3.729 -1.666 4.107
O 0.934 -4.419 2.606
H -0.962 -5.391 4.159
H -1.825 -0.689 2.568
H -4.203 -2.311 4.676
H 1.412 -3.771 2.043
C 0.565 -7.262 -4.313
C 1.624 -6.526 -3.970
C 3.012 -7.025 -4.175
O 3.965 -6.318 -3.867
C 3.183 -8.371 -4.743
C 2.124 -9.109 -5.083
C 0.737 -8.598 -4.904
O -0.216 -9.292 -5.242
O 2.278 -10.376 -5.615
O 1.469 -5.270 -3.412
H -0.450 -6.911 -4.172
H 4.197 -8.729 -4.870
H 1.366 -10.702 -5.778
H 2.381 -4.941 -3.254
C -1.522 2.420 0.979
C -2.386 2.218 1.976
C -3.061 3.357 2.657
O -3.865 3.139 3.557
C -2.726 4.720 2.217
C -1.859 4.922 1.222
C -1.205 3.782 0.523
O -0.427 3.999 -0.400
O -1.538 6.201 0.805
O -2.686 0.940 2.412
H -1.025 1.601 0.474
H -3.211 5.539 2.732
H -0.893 6.082 0.074
H -3.336 1.059 3.139
C -2.836 10.058 3.800
C -2.435 9.279 2.793
C -1.704 9.842 1.624
O -1.331 9.099 0.723
C -1.458 11.292 1.598
C -1.862 12.071 2.603
C -2.569 11.504 3.784
O -2.912 12.243 4.702
O -1.637 13.435 2.583
O -2.685 7.919 2.799
H -3.367 9.662 4.657
H -0.941 11.691 0.734
H -2.021 13.775 3.421
H -2.296 7.579 1.964
```

As for the HOMO energy: -9.37 eV. The SMILES is O=C1C=C(O)C(=O)C=C1O.O=C1C=C(O)C(=O)C=C1O.O=C1C=C(O)C(=O)C=C1O.O=C1C=C(O)C(=O)C=C1O.CCCOC(=O)OOCC. The total charge is 0. The calculation puts the HOMO-LUMO gap at 7.45 eV.

Mulliken population analysis, charges in e, atoms 1 to 6: -0.682, -0.060, -0.489, -0.212, 0.770, -0.626

Look up the total charge of the second one. +2